{
  "formula": "C7H11Cl2N2O",
  "method": "the ωB97M-V functional and the def2-TZVPD basis",
  "charge": 1,
  "homo_lumo_gap_ev": 9.004,
  "largest_force_ha_per_bohr": 0.10934,
  "e_above_lowest_kcal_mol": 0.0,
  "total_energy_ha": -1378.1474,
  "lumo_ev": -5.15,
  "smiles": "COC[C@]1(Cl)[NH+]=C(Cl)N=C[C@H]1C",
  "elements": ["C", "O", "C", "C", "Cl", "N", "C", "Cl", "N", "C", "C", "C", "H", "H", "H", "H", "H", "H", "H", "H", "H", "H", "H"],
  "coordinates": [[-0.7776, -2.7670, -1.0012], [-0.0035, -2.1239, 0.0869], [-0.2901, -0.7710, 0.3445], [0.8832, 0.0379, -0.2999], [0.6449, 0.1156, -2.0957], [2.1115, -0.7134, -0.1438], [3.2213, -0.1153, -0.0392], [4.5489, -1.1003, 0.3593], [3.4557, 1.1824, -0.4424], [2.4402, 1.9300, -0.2793], [1.1678, 1.4577, 0.3051], [0.0164, 2.4940, 0.1124], [-0.7123, -2.1168, -1.9674], [-1.7957, -2.9887, -0.5454], [-0.3719, -3.6746, -1.2693], [-1.2661, -0.4860, -0.1838], [-0.4280, -0.4346, 1.3778], [2.1400, -1.7769, -0.1097], [2.5262, 3.0560, -0.4638], [1.4829, 1.4450, 1.4350], [-0.3455, 2.5890, -0.9755], [0.2444, 3.3920, 0.5143], [-0.9296, 2.0606, 0.5254]]
}